Record 1
DFT (ωB97M-V/def2-TZVPD) results for a cluster of 2 separate species, C30H24F5N3O3 in total in a non-equilibrium geometry.

The geometry in XYZ format:
```
65
Properties=species:S:1:pos:R:3
C -5.2178 1.1795 0.4289
N -4.3499 2.3442 0.5174
C -4.8101 3.6532 0.5287
C -3.7274 4.4635 0.5810
N -2.6017 3.6478 0.6238
C -1.2782 4.1427 0.8757
C -0.7240 5.1252 0.0645
F -1.4061 5.5461 -1.0289
C 0.5372 5.6518 0.3372
F 1.0925 6.5699 -0.4847
C 1.2423 5.2057 1.4560
F 2.4617 5.7152 1.7329
C 0.7005 4.2117 2.2750
F 1.4313 3.6952 3.2869
C -0.5778 3.7342 2.0062
F -1.1710 2.8895 2.8843
C -2.9950 2.3572 0.5538
C -2.1300 1.1658 0.6841
C -0.8086 1.2517 0.0700
C 0.1864 0.3958 0.4414
C 1.5712 0.8387 0.4121
C 2.5967 0.2268 1.1733
C 3.8248 0.8665 1.3402
C 4.0989 2.0750 0.6841
C 3.1323 2.6315 -0.1584
C 1.8951 2.0121 -0.3044
O -2.5092 0.1751 1.3420
H -4.6776 0.2943 0.7715
H -6.1023 1.3382 1.0565
H -5.5524 1.0277 -0.6072
H -5.8590 3.8882 0.5230
H -3.6539 5.5353 0.6426
H -0.7046 2.0200 -0.6997
H -0.0697 -0.5368 0.9519
H 2.3731 -0.7296 1.6526
H 4.5884 0.4176 1.9777
H 5.0673 2.5681 0.7944
H 3.3341 3.5432 -0.7228
H 1.1488 2.4435 -0.9716
C -4.3288 -2.4820 0.0470
C -3.1646 -3.3254 -0.3892
O -2.0399 -2.4115 -0.5568
C -0.8924 -3.0669 -0.8104
C 0.2743 -2.1597 -0.9976
N 1.3991 -2.7547 -0.9671
C 2.6478 -2.9996 -0.8377
C 3.2567 -4.2575 -1.2540
C 4.6543 -4.4694 -1.1418
C 5.2361 -5.6289 -1.6465
C 4.4386 -6.5960 -2.2837
C 3.0479 -6.4192 -2.3524
C 2.4524 -5.2842 -1.7930
O -0.7994 -4.2871 -0.8640
H -5.1899 -3.1187 0.2627
H -4.0865 -1.9064 0.9447
H -4.6112 -1.7791 -0.7435
H -2.9239 -4.0857 0.3670
H -3.3658 -3.8138 -1.3551
H 0.0495 -1.1697 -1.4090
H 3.3355 -2.2644 -0.3879
H 5.2546 -3.6974 -0.6522
H 6.3146 -5.7807 -1.5529
H 4.9013 -7.4881 -2.7129
H 2.4177 -7.1661 -2.8400
H 1.3656 -5.1696 -1.7661
```

## Properties
* highest occupied orbital energy: -4.801 eV
* calculated total energy: -55693.4815 eV
* gap between HOMO and LUMO: 3.381 eV

Here is what Mulliken gives for the atomic charges, in e:
1. C -0.77
2. N 0.21
3. C -0.87
4. C -0.29
5. N 0.49
6. C -0.87
7. C 0.16
8. F -0.32
9. C 0.57
10. F -0.32
11. C 0.36
12. F -0.34
13. C 0.58
14. F -0.35
15. C 0.76
16. F -0.40
17. C 0.51
18. C -0.12
19. C -0.28
20. C -1.21
21. C 0.65
22. C -0.33
23. C -0.83
24. C -0.53
25. C -0.70
26. C -0.18
27. O -0.77
28. H 0.14
29. H 0.38
30. H 0.31
31. H 0.48
32. H 0.49
33. H 0.77
34. H 0.67
35. H 0.50
36. H 0.41
37. H 0.40
38. H 0.47
39. H 0.38
40. C -0.89
41. C -0.34
42. O -0.13
43. C 0.62
44. C -0.77
45. N 0.06
46. C -0.50
47. C 0.65
48. C -0.48
49. C -0.50
50. C -0.39
51. C -0.53
52. C -0.29
53. O -0.67
54. H 0.45
55. H 0.11
56. H 0.24
57. H 0.34
58. H 0.30
59. H 0.49
60. H 0.28
61. H 0.33
62. H 0.35
63. H 0.34
64. H 0.37
65. H 0.38

---

Record 2
DFT (ωB97M-V/def2-TZVPD) results for a structure of composition C30H24N2OPPt.

The geometry in XYZ format:
```
59
Properties=species:S:1:pos:R:3
Pt -1.4416 1.6005 -0.4339
O -3.0645 3.6327 1.0572
N -2.3124 2.4894 1.3444
C -2.7066 1.9524 2.4289
C -2.0387 0.8565 3.1295
C -2.5406 0.6181 4.4107
C -1.9578 -0.3144 5.2505
C -0.8557 -1.0258 4.8097
C -0.3579 -0.8066 3.5331
C -0.9314 0.1257 2.6705
P -0.1878 0.2465 1.0080
C 1.5468 0.7275 1.2392
C 2.2775 1.0214 0.0844
C 3.6140 1.3753 0.1760
C 4.2272 1.4632 1.4173
C 3.4991 1.2026 2.5683
C 2.1647 0.8342 2.4838
C -0.2565 -1.4743 0.4371
C 0.4166 -1.7474 -0.8697
C 0.3892 -3.1941 -1.4332
C -0.6005 -4.0806 -0.7537
C -1.2889 -3.6973 0.3205
C -1.1053 -2.3803 0.9383
H -2.5007 4.1438 0.4624
H -3.5417 2.4286 2.9369
H -3.3962 1.1863 4.7530
H -2.3614 -0.4800 6.2398
H -0.3847 -1.7603 5.4490
H 0.4862 -1.3924 3.1932
H 1.8039 0.9854 -0.8888
H 4.1710 1.5935 -0.7255
H 5.2689 1.7462 1.4886
H 3.9683 1.2890 3.5392
H 1.6129 0.6539 3.3949
H 1.4220 -1.3268 -0.9140
H 1.3613 -3.6887 -1.4942
H -0.7419 -5.0754 -1.1619
H -1.9984 -4.3712 0.7828
H -1.7030 -2.1686 1.8143
N -3.4397 2.9331 -2.4095
C -2.7063 2.4482 -1.6642
H -4.0811 3.3069 -3.0792
C 0.9444 -2.4974 -3.8471
C -0.1106 -2.6152 -2.7970
C -0.4261 -1.2757 -2.0843
C 0.0447 0.0121 -2.6735
C -0.3128 1.2254 -2.0988
C 0.2343 2.4045 -2.6213
C 1.1498 2.3693 -3.6614
C 1.5287 1.1509 -4.2032
C 0.9864 -0.0302 -3.7124
C 1.4264 -1.3266 -4.2538
H 1.3083 -3.4163 -4.2938
H -0.9837 -3.1380 -3.1961
H -1.4783 -1.2139 -1.8018
H -0.0413 3.3673 -2.2048
H 1.5656 3.2912 -4.0468
H 2.2498 1.1117 -5.0106
H 2.1857 -1.2960 -5.0269
```

## Properties
* highest occupied orbital energy: -10.402 eV
* calculated total energy: -49055.0830 eV
* gap between HOMO and LUMO: 6.943 eV
* energy above the lowest of the compared OMol25 structures with the same formula, charge and spin: 0.267 eV
* charge: +1

Here is what Mulliken gives for the atomic charges, in e:
1. Pt 0.68
2. O -0.55
3. N 0.05
4. C -0.44
5. C 0.17
6. C -0.78
7. C -0.83
8. C -0.87
9. C -0.09
10. C 0.28
11. P 0.81
12. C 0.87
13. C 0.28
14. C -0.93
15. C -0.60
16. C -0.78
17. C -0.58
18. C -0.27
19. C -0.16
20. C 0.16
21. C -1.18
22. C -0.86
23. C -0.10
24. H 0.38
25. H 0.39
26. H 0.38
27. H 0.44
28. H 0.45
29. H 0.67
30. H -0.12
31. H 0.49
32. H 0.39
33. H 0.44
34. H 0.40
35. H 0.44
36. H 0.55
37. H 0.42
38. H 0.44
39. H 0.43
40. N -0.28
41. C 0.17
42. H 0.25
43. C -1.26
44. C 0.04
45. C -0.40
46. C 1.14
47. C -1.82
48. C 0.13
49. C -1.05
50. C -0.86
51. C 1.72
52. C -0.92
53. H 0.43
54. H 0.55
55. H 0.64
56. H 0.43
57. H 0.42
58. H 0.42
59. H 0.40

---

Record 3
DFT (ωB97M-V/def2-TZVPD) results for a structure of composition C30H25AlClO3P in a non-equilibrium geometry.

The geometry in XYZ format:
```
61
Properties=species:S:1:pos:R:3
C -0.8638 -1.8819 2.2913
C -0.7344 -2.5240 1.0220
C 0.6619 -2.7419 0.7982
H -1.5424 -2.8079 0.3729
C 1.3584 -2.2245 1.9205
C 0.4172 -1.7212 2.8604
H 0.6478 -1.2311 3.7892
H -1.7870 -1.5250 2.7131
H 1.1072 -3.2158 -0.0586
H 2.4286 -2.1735 2.0220
Al 0.2619 -0.5897 0.8596
Cl 2.1830 0.7816 1.0095
P 0.2731 -0.2761 -1.4006
C 1.5086 -1.3176 -2.2747
C 1.2102 -2.0229 -3.4393
H 0.2102 -2.0001 -3.8470
C 2.1932 -2.7603 -4.0846
H 1.9462 -3.3073 -4.9849
C 3.4849 -2.7935 -3.5809
H 4.2503 -3.3681 -4.0855
C 3.7914 -2.0801 -2.4297
H 4.7990 -2.0916 -2.0362
C 2.8116 -1.3486 -1.7779
H 3.0550 -0.7865 -0.8875
C -1.3302 -0.7439 -2.1419
C -1.7905 -2.0582 -2.0562
H -1.1570 -2.8278 -1.6369
C -3.0493 -2.3938 -2.5261
H -3.3896 -3.4191 -2.4655
C -3.8712 -1.4167 -3.0734
H -4.8568 -1.6773 -3.4358
C -3.4237 -0.1067 -3.1500
H -4.0602 0.6606 -3.5696
C -2.1598 0.2307 -2.6885
H -1.8200 1.2539 -2.7467
C 0.5978 1.3903 -2.0949
C 1.1075 1.5106 -3.3873
H 1.3538 0.6286 -3.9609
C 1.3111 2.7622 -3.9453
H 1.7100 2.8433 -4.9477
C 1.0139 3.9055 -3.2160
H 1.1766 4.8835 -3.6503
C 0.5107 3.7890 -1.9292
H 0.2830 4.6749 -1.3520
C 0.3043 2.5382 -1.3656
H -0.0852 2.4537 -0.3655
O 1.2648 2.4173 4.0285
C 0.1736 2.1648 4.7834
C 0.2732 2.4442 6.1515
C -0.8078 2.2289 7.0011
C -2.0096 1.7463 6.4905
C -2.1313 1.4630 5.1251
C -1.0455 1.6508 4.2493
C -1.1801 1.1841 2.8387
O -2.3555 0.8502 2.3520
O -0.0850 0.6958 2.3001
H 1.2788 2.4000 3.0675
H 1.2019 2.8257 6.5583
H -0.7102 2.4344 8.0610
H -2.8435 1.5701 7.1572
H -3.0687 1.0521 4.7704
```

## Properties
* highest occupied orbital energy: -8.095 eV
* calculated total energy: -66069.2853 eV
* gap between HOMO and LUMO: 8.184 eV

Here is what Mulliken gives for the atomic charges, in e:
1. C -0.39
2. C -0.43
3. C -0.41
4. H 0.80
5. C -0.94
6. C -0.31
7. H 0.53
8. H 0.60
9. H 0.74
10. H 0.47
11. Al -0.04
12. Cl -0.54
13. P 1.76
14. C -0.09
15. C -0.24
16. H 0.48
17. C -0.72
18. H 0.43
19. C -0.55
20. H 0.39
21. C -0.75
22. H 0.45
23. C -0.20
24. H 0.36
25. C 0.08
26. C -0.41
27. H 0.93
28. C -1.05
29. H 0.43
30. C -0.60
31. H 0.40
32. C -0.70
33. H 0.43
34. C -0.82
35. H 0.37
36. C -0.06
37. C -0.30
38. H 0.38
39. C -0.74
40. H 0.43
41. C -0.53
42. H 0.38
43. C -0.70
44. H 0.44
45. C -0.18
46. H 0.43
47. O -0.67
48. C 0.63
49. C -0.65
50. C -0.33
51. C -0.64
52. C -0.77
53. C 0.44
54. C 0.54
55. O -0.75
56. O 0.25
57. H 0.26
58. H 0.43
59. H 0.37
60. H 0.38
61. H 0.45

---

Q: Which of these has the lowest calculated total energy?
A: C30H25AlClO3P

---

Q: The highest calculated total energy belongs to which entry?
A: C30H24N2OPPt